A 2-piece molecular cluster, C4H5ClN2O overall in a non-equilibrium geometry. Source: OMol25; level of theory: wB97M-V/def2-TZVPD.

The geometry in XYZ format:
```
13
Properties=species:S:1:pos:R:3
C -1.0172 -0.1010 -0.6445
C -0.0154 -0.4302 1.7113
C 1.3317 0.0533 -1.1694
C 0.0159 0.6020 -0.9093
N -1.8883 -0.9268 -0.6702
N -0.8719 0.2357 2.3001
O 0.8382 -1.2276 1.5451
Cl 0.1022 2.4252 -0.9238
H 1.4793 -1.1111 -0.9304
H 1.8021 0.3973 -2.0469
H 2.0551 0.4303 -0.3785
H -2.3311 -1.2495 0.2275
H -1.5006 0.9024 1.8891
```

## Properties
Lowest unoccupied orbital energy in eV: 0.2
HOMO energy in eV: -9.1
Structure (SMILES): CC(Cl)=C=N.N=C=O
ΔE to the lowest compared entry with this formula, charge and spin in eV: 2.575


The molecule C4H5ClN2O in a non-equilibrium geometry. Source: OMol25; level of theory: wB97M-V/def2-TZVPD.

The geometry in XYZ format:
```
13
Properties=species:S:1:pos:R:3
C 0.6393 0.7626 0.7972
C 1.5863 0.4548 -0.0739
C -0.4081 -0.2082 1.2523
C -1.3304 -0.6716 0.1505
N -1.1437 -0.4428 -1.0763
N -0.6152 -0.6471 -2.1448
O -0.6423 -0.0229 -3.1776
Cl 2.7685 1.5978 -0.5714
H 0.5946 1.7624 1.2067
H 0.0715 -1.0991 1.6715
H -1.0120 0.2368 2.0453
H 1.7108 -0.5140 -0.5328
H -2.2193 -1.2086 0.4532
```

## Properties
Lowest unoccupied orbital energy in eV: 0.3
HOMO energy in eV: -8.7
Structure (SMILES): O=N/N=C\C/C=C/Cl
ΔE to the lowest compared entry with this formula, charge and spin in eV: 4.815


HOMO-LUMO gap for every record listed, in sequence, given in eV: 9.2963, 9.0440.